Entry 1:
{"formula": "C2HClO2S", "method": "wB97M-V/def2-TZVPD", "relative_energy_kj_mol": 250.1, "homo_lumo_gap_ev": [7.34, 7.36], "multiplicity": 1, "smiles": "O=C=CCl.O=S", "species": ["Cl", "O", "S", "H", "O", "C", "C"], "coordinates": [[-0.872603, 1.794900, 0.549443], [-2.595532, -0.814736, -1.392365], [2.797163, 0.199933, -0.086138], [0.053379, -0.224453, 0.581792], [3.278523, -0.707634, 0.972860], [-1.806328, -0.368899, -0.715371], [-0.854603, 0.120891, 0.089779]], "forces_ev_per_angstrom": [[-0.6, 0.8, -0.2], [-1.9, -0.9, -1.6], [0.0, 0.2, -0.2], [-0.8, -1.4, -0.8], [0.1, -0.2, 0.2], [3.5, 1.1, 2.7], [-0.3, 0.4, -0.1]], "nbo_charge": [0.003, -0.398, 0.683, 0.276, -0.676, 0.720, -0.608]}

=====

Entry 2:
{"formula": "C23H41NO2P2W", "method": "wB97M-V/def2-TZVPD", "relative_energy_kj_mol": 0.0, "homo_lumo_gap_ev": [7.02, 3.57], "multiplicity": 3, "s_squared": 2.01, "charge": 2, "species": ["H", "H", "C", "H", "H", "H", "C", "H", "H", "C", "C", "H", "H", "H", "C", "H", "H", "H", "H", "H", "C", "H", "C", "C", "H", "H", "H", "N", "P", "C", "H", "H", "H", "C", "H", "C", "C", "H", "H", "O", "H", "H", "H", "O", "H", "C", "H", "C", "H", "C", "H", "H", "C", "H", "W", "H", "C", "H", "P", "C", "H", "C", "C", "H", "H", "H", "H", "C", "C", "C"], "coordinates": [[4.043856, -2.681760, 0.473609], [5.671692, 0.910491, 3.210884], [0.698097, 0.256378, -0.777464], [-3.818091, -3.804004, -1.622762], [-5.812439, 0.066883, -0.398342], [-5.521989, -3.250949, -1.732068], [0.060488, -1.112398, -0.911343], [-5.252944, 1.275113, -4.697659], [-5.739044, 3.109113, -2.624776], [-0.711712, -0.376546, 1.942592], [-5.408564, -0.395613, -1.314260], [-4.676807, -1.329333, 1.463746], [1.075384, -0.847495, 3.144064], [4.434507, -2.170165, 2.122667], [4.611996, -1.958622, 1.064644], [0.394568, 2.276690, -0.032801], [-4.911681, -0.446506, -4.373678], [3.973997, 1.102193, 3.704971], [4.597600, -0.799722, -2.453702], [4.210436, 2.693143, -2.025059], [4.012278, 3.136644, 1.454835], [-4.314071, -2.738958, -2.967147], [-4.474875, -2.971565, -1.907135], [-5.420093, 0.448297, -3.995305], [2.655945, 1.885613, -2.267635], [5.054197, 3.492271, 1.440077], [3.413706, 3.819912, 0.844723], [1.443595, 1.964806, 3.849429], [-4.003383, -1.523702, -0.862333], [0.753919, -2.202641, -0.090044], [2.797513, 3.212967, -1.103652], [-4.100046, -2.978428, 1.076443], [2.864057, -0.478041, -2.414306], [3.703740, -0.842817, -1.809884], [-0.883594, 1.764552, 1.914370], [3.665529, 1.382359, -0.436538], [-5.924216, 2.247522, -1.971912], [0.111802, -1.404793, -1.974428], [-1.828570, 0.975158, 0.643408], [1.199325, 2.889706, 3.033286], [5.677776, -2.133952, 0.868805], [-1.133812, -0.230333, 2.951395], [0.046674, -3.029366, 0.108684], [1.394214, 2.090883, 5.082766], [-1.018227, -1.072134, -0.683004], [4.232511, -0.555188, 0.735244], [-1.315293, -1.176230, 1.475430], [4.265474, 0.553436, 1.653502], [0.975212, 0.714743, -1.733367], [1.382891, -1.703952, 1.189254], [4.650804, -0.524915, 3.462521], [-6.946375, 1.875383, -2.118656], [3.305860, 2.338680, -1.517553], [-6.202020, -0.945735, -1.849794], [2.117049, 0.279554, 0.820382], [3.642013, 3.185847, 2.483664], [4.657066, 0.503932, 3.088472], [1.547151, -2.662518, -0.705000], [-4.679094, 0.947434, -2.378467], [3.838634, -0.047597, -0.553116], [3.520793, -1.902137, -1.592253], [0.282310, 1.218660, 0.224852], [3.944692, 1.749760, 0.922653], [-6.496685, 0.262004, -3.892142], [-5.781316, 2.552946, -0.928549], [2.034840, -2.430438, 1.680554], [-5.752736, -2.466522, 0.580375], [-0.858947, 0.946052, 1.177103], [-4.714481, -2.139881, 0.724970], [0.736913, -0.794170, 2.101755]], "forces_ev_per_angstrom": [[0.1, 0.1, 0.1], [-0.3, -0.1, 0.0], [-0.1, 1.0, -1.1], [-0.2, 0.1, -0.2], [0.1, -0.2, -0.3], [0.2, 0.2, 0.1], [-0.3, -0.4, -0.7], [-0.1, -0.3, 0.0], [-0.2, -0.1, 0.2], [-0.7, 0.1, 0.5], [0.7, 0.2, 0.0], [-0.1, -0.3, 0.0], [0.1, -0.1, -0.3], [0.0, -0.1, -0.2], [0.1, -0.3, 0.0], [0.0, -0.2, -0.2], [-0.2, 0.2, -0.1], [0.3, -0.1, 0.0], [-0.2, 0.1, 0.3], [-0.1, -0.1, 0.0], [-0.3, 0.3, 0.2], [-0.1, -0.2, 0.2], [0.9, 0.1, -0.3], [1.4, 0.1, -0.6], [0.1, 0.0, 0.0], [-0.3, -0.2, 0.0], [0.1, -0.1, 0.2], [-1.4, 4.8, 2.5], [-2.0, -0.5, 0.0], [-0.1, -0.8, -0.3], [0.0, -0.1, -0.1], [-0.2, 0.2, 0.1], [0.2, -0.1, 0.1], [0.2, -0.3, -0.6], [-0.1, -0.2, -0.3], [1.2, 0.0, 0.6], [1.2, 1.1, 0.3], [0.0, 0.1, 0.4], [0.3, 0.1, 0.1], [0.9, -3.5, 1.5], [-0.2, 0.1, 0.0], [0.0, -0.2, -0.4], [0.2, 0.3, 0.1], [0.4, -1.5, -4.0], [0.4, 0.2, 0.0], [0.4, 0.3, -0.5], [0.4, 0.2, 0.2], [-0.2, -0.2, -0.9], [0.1, -0.3, 0.3], [0.6, -0.8, 0.7], [0.0, 0.3, 0.0], [0.4, -0.3, -0.1], [0.0, 0.2, -0.2], [0.2, 0.4, 0.3], [-2.1, 1.0, 3.9], [0.2, 0.1, -0.2], [0.0, 0.0, 0.4], [-0.2, 0.2, 0.3], [-3.5, -1.2, 0.2], [0.6, -0.1, -0.6], [0.1, 0.3, 0.0], [-0.1, 0.0, -0.4], [0.3, -0.6, -1.3], [0.3, 0.1, 0.4], [-0.2, 0.1, -0.2], [0.0, 0.1, -0.3], [0.2, 0.1, -0.2], [-0.4, 0.3, 0.4], [0.9, 0.3, 0.4], [-0.2, -0.1, -0.2]], "nbo_charge": [0.233, 0.261, -0.395, 0.258, 0.271, 0.252, -0.434, 0.264, 0.262, -0.415, -1.060, 0.249, 0.263, 0.229, -0.639, 0.250, 0.255, 0.221, 0.250, 0.258, -0.641, 0.246, -0.926, -0.929, 0.229, 0.264, 0.238, 0.463, 0.963, -0.419, 0.231, 0.255, 0.223, -0.625, 0.226, -0.083, -0.924, 0.235, 0.206, -0.255, 0.257, 0.236, 0.230, -0.160, 0.218, -0.040, 0.204, -0.138, 0.245, -0.404, 0.239, 0.272, -0.633, 0.261, 1.694, 0.231, -0.633, 0.224, 1.175, -0.128, 0.229, -0.496, -0.059, 0.268, 0.257, 0.252, 0.255, -0.420, -0.922, -0.522]}